[1]
C27H70FInN9O6P4 as an isolated structure in a non-equilibrium geometry, computed with ωB97M-V/def2-TZVPD.

Structure (XYZ):
```
118
Properties=species:S:1:pos:R:3
C -1.6134 -2.8961 0.8918
C -0.9149 -2.1190 0.0722
C 0.0385 -1.0077 -0.6533
C 1.5782 -1.3902 -0.2980
C 2.6242 -0.7770 -1.3683
In 3.1577 1.3947 -1.0620
C 4.5532 1.7918 0.6816
C 6.1191 1.7585 0.1827
C 1.3592 2.7826 -0.8862
C 0.5762 2.6690 0.5145
O -0.7011 2.5388 0.5139
F 1.2067 2.7158 1.8188
P 4.4816 2.0943 -3.1693
O 3.5523 1.5491 -4.5305
O 4.5780 3.8297 -3.1059
H -2.2429 -3.2509 1.7990
H -0.1376 -1.0308 -1.7874
H -0.1872 0.0246 -0.1988
H 1.6571 -2.5530 -0.3967
H 1.8208 -1.1572 0.8037
H 2.2031 -0.9389 -2.4476
H 3.5808 -1.4318 -1.3104
H 4.4287 1.0699 1.5721
H 4.3778 2.8981 1.0173
H 6.4039 2.6636 -0.4656
H 6.8514 1.7624 1.0885
H 6.3512 0.7657 -0.3856
H 1.7891 3.8686 -0.9454
H 0.6548 2.6963 -1.8105
H 2.6627 1.2093 -4.2585
H 4.4419 4.1062 -2.1667
O 5.0644 5.8363 0.1165
P 4.7073 7.3111 0.3767
N 5.9470 7.8731 -0.6982
C 6.6801 9.1300 -0.6400
C 5.7436 7.5236 -2.1085
N 5.3745 7.2591 1.9785
C 6.5838 7.9643 2.3685
C 5.3728 5.9544 2.6517
N 4.2354 8.9986 0.6785
C 3.4958 9.2428 1.9388
C 3.3192 9.4751 -0.3850
H 6.0699 9.9948 -0.9246
H 7.5378 9.1055 -1.3217
H 7.1181 9.3325 0.3326
H 5.0634 8.2234 -2.6061
H 5.3248 6.5191 -2.2227
H 6.6914 7.5239 -2.6567
H 7.4640 7.5985 1.8304
H 6.7775 7.8555 3.4420
H 6.4769 9.0423 2.2282
H 6.1945 5.3177 2.2999
H 4.4284 5.4296 2.4890
H 5.4748 6.0698 3.7359
H 2.6416 8.5652 2.0368
H 3.1280 10.2742 1.9823
H 4.1240 9.1351 2.8239
H 2.4110 8.8643 -0.4280
H 3.7874 9.4441 -1.3689
H 3.0336 10.5186 -0.2213
O -6.0095 -4.8985 2.7081
P -6.7809 -4.0253 3.7161
N -7.2322 -2.8860 2.4891
C -7.5043 -1.4634 2.6443
C -8.1291 -3.4162 1.4578
N -5.3142 -3.4638 4.4553
C -4.8312 -2.0962 4.3465
C -4.1551 -4.3603 4.3855
N -7.6913 -3.0690 4.9072
C -7.2975 -3.2627 6.3222
C -9.1275 -3.4335 4.8709
H -8.4548 -1.2625 3.1514
H -7.5542 -0.9736 1.6654
H -6.7216 -0.9267 3.1713
H -9.1749 -3.4045 1.7840
H -7.8779 -4.4477 1.1918
H -8.0556 -2.8348 0.5328
H -4.5876 -1.8277 3.3141
H -3.9316 -1.9441 4.9539
H -5.5514 -1.3873 4.7609
H -3.6671 -4.3119 3.4037
H -4.4463 -5.3950 4.5819
H -3.4104 -4.1042 5.1460
H -7.2824 -4.3243 6.5895
H -7.9905 -2.7449 6.9948
H -6.3199 -2.8363 6.5499
H -9.2723 -4.4956 5.0967
H -9.5721 -3.2376 3.8950
H -9.7034 -2.8401 5.5874
O 0.9069 -5.1838 -2.6629
P -0.0299 -5.9421 -3.6220
N -0.6439 -4.4680 -4.2983
C -1.9568 -4.2288 -4.8812
C 0.3410 -3.6753 -5.0413
N -1.0829 -6.4168 -2.3266
C -2.4325 -5.9021 -2.1573
C -0.4761 -6.5435 -0.9964
N -1.0670 -6.8597 -4.7381
C -1.3768 -8.2496 -4.3304
C -0.4056 -7.0010 -6.0569
H -2.0840 -4.7065 -5.8595
H -2.1225 -3.1553 -5.0254
H -2.7781 -4.5422 -4.2442
H 0.4629 -4.0379 -6.0680
H 1.3255 -3.6989 -4.5639
H 0.0477 -2.6213 -5.0862
H -2.4398 -4.8249 -1.9655
H -2.9428 -6.3950 -1.3217
H -3.0574 -6.1359 -3.0223
H -0.3457 -5.5642 -0.5191
H 0.4966 -7.0385 -1.0538
H -1.0936 -7.1617 -0.3364
H -0.4659 -8.8046 -4.0835
H -1.9030 -8.7832 -5.1300
H -2.0516 -8.2974 -3.4748
H 0.5524 -7.5246 -5.9654
H -0.2125 -6.0335 -6.5206
H -1.0401 -7.5493 -6.7599
```

charge	-1
LUMO level	0.012	hartree
HOMO-LUMO gap	3.89	eV


[2]
C7H15AlFO2 as an isolated structure in a non-equilibrium geometry, computed with ωB97M-V/def2-TZVPD.

Structure (XYZ):
```
26
Properties=species:S:1:pos:R:3
C -1.9222 1.0895 0.7580
C -2.2650 0.4060 -0.5740
C -2.2356 1.4032 -1.7353
C -1.4322 -0.8477 -0.8868
Al 0.5854 -0.6833 -0.9089
O 1.3598 0.6416 0.0597
C 2.0841 -0.0154 1.0846
C 3.4960 -0.2833 0.6401
C 1.3031 -1.2909 1.3788
F 1.8153 -2.0117 2.4595
O 1.2054 -2.0073 0.2395
H -1.9869 2.1685 0.6461
H -0.9556 0.8012 1.1461
H -2.6613 0.8143 1.5056
H -3.3060 0.0922 -0.4903
H -1.5200 2.2022 -1.5708
H -2.0669 0.8962 -2.6778
H -3.2146 1.8713 -1.8068
H -1.7168 -1.1511 -1.8956
H -1.7303 -1.6758 -0.2504
H 1.2533 -1.0296 -2.3304
H 2.0637 0.6363 1.9632
H 3.9749 -1.0505 1.2443
H 3.4924 -0.6260 -0.3870
H 4.0910 0.6200 0.6906
H 0.2891 -0.9699 1.6979
```

charge	-1
LUMO level	0.136	hartree
HOMO-LUMO gap	8.48	eV


[3]
A 2-piece molecular cluster, C6H13NO4S overall in a non-equilibrium geometry, computed with ωB97M-V/def2-TZVPD.

Structure (XYZ):
```
25
Properties=species:S:1:pos:R:3
C -2.0989 0.1661 0.6934
C -0.9522 0.6001 -0.1558
C -1.4806 0.9003 -1.5440
C 0.1697 -0.3416 -0.2462
S 1.2111 -1.1247 1.0771
C 0.6067 -2.6810 1.7166
O 2.3252 -1.4286 0.2878
O 1.3252 -0.1741 2.1439
O 0.1001 -1.4217 -1.3328
C 0.9882 -0.4822 -1.5442
O 1.7248 -0.0505 -2.3771
H -2.7216 -0.4514 0.1319
H -1.7834 -0.3294 1.5748
H -2.5322 1.0102 1.0981
H -0.5271 1.6409 0.1436
H -1.5322 -0.0290 -2.1642
H -2.5532 1.3253 -1.5738
H -0.8503 1.5467 -2.0647
H 0.6107 -2.7032 2.8302
H -0.4616 -2.8033 1.4927
H 1.2017 -3.5626 1.3040
N 1.7204 2.7522 -0.1883
H 1.7251 1.8414 0.1501
H 1.1004 2.7663 -0.9337
H 2.6840 3.0338 -0.5194
```

LUMO level	0.014	hartree
energy relative to the best compared isomer or geometry (same formula, charge and spin)	262.5	kJ/mol
HOMO-LUMO gap	10.30	eV
SMILES	CC(C)[C@@]1(S(C)(=O)=O)OC1=O.N


[4]
An isolated molecule of C3H6ClN in a non-equilibrium geometry, computed with ωB97M-V/def2-TZVPD.

Structure (XYZ):
```
11
Properties=species:S:1:pos:R:3
C -0.6292 -0.6168 1.1849
C -0.0219 -0.4455 -0.1628
C -0.1148 0.8253 -0.9180
N 1.1636 0.7960 -0.2357
Cl 2.4996 0.3612 -1.2296
H -0.9146 0.3472 1.5941
H 0.0688 -1.1004 1.8639
H -1.5188 -1.2411 1.1015
H 0.3450 -1.3161 -0.6823
H -0.1114 0.7978 -2.0029
H -0.7664 1.5924 -0.5131
```

LUMO level	0.042	hartree
energy relative to the best compared isomer or geometry (same formula, charge and spin)	159.9	kJ/mol
HOMO-LUMO gap	10.39	eV
SMILES	C[C@H]1CN1Cl


Please write out number 3 again, unchanged.
A 2-piece molecular cluster, C6H13NO4S overall in a non-equilibrium geometry, computed with ωB97M-V/def2-TZVPD.

Structure (XYZ):
```
25
Properties=species:S:1:pos:R:3
C -2.0989 0.1661 0.6934
C -0.9522 0.6001 -0.1558
C -1.4806 0.9003 -1.5440
C 0.1697 -0.3416 -0.2462
S 1.2111 -1.1247 1.0771
C 0.6067 -2.6810 1.7166
O 2.3252 -1.4286 0.2878
O 1.3252 -0.1741 2.1439
O 0.1001 -1.4217 -1.3328
C 0.9882 -0.4822 -1.5442
O 1.7248 -0.0505 -2.3771
H -2.7216 -0.4514 0.1319
H -1.7834 -0.3294 1.5748
H -2.5322 1.0102 1.0981
H -0.5271 1.6409 0.1436
H -1.5322 -0.0290 -2.1642
H -2.5532 1.3253 -1.5738
H -0.8503 1.5467 -2.0647
H 0.6107 -2.7032 2.8302
H -0.4616 -2.8033 1.4927
H 1.2017 -3.5626 1.3040
N 1.7204 2.7522 -0.1883
H 1.7251 1.8414 0.1501
H 1.1004 2.7663 -0.9337
H 2.6840 3.0338 -0.5194
```

LUMO level	0.014	hartree
energy relative to the best compared isomer or geometry (same formula, charge and spin)	262.5	kJ/mol
HOMO-LUMO gap	10.30	eV
SMILES	CC(C)[C@@]1(S(C)(=O)=O)OC1=O.N